one) A 4-piece molecular cluster, C2H12N2O3 overall. Source: the OMol25 dataset; level of theory: ωB97M-V/def2-TZVPD.

Cartesian coordinates (Å):
C (0.7511, -1.0946, -0.4955)
C (0.9452, -1.4947, 0.7813)
N (1.3709, -0.7248, 1.8817)
N (0.1452, -1.9215, -1.4289)
H (1.0622, -0.1250, -0.8433)
H (0.8016, -2.5735, 1.0368)
H (1.9131, -1.2675, 2.5335)
H (1.4311, 0.2717, 1.7359)
H (0.6036, -2.0128, -2.3343)
H (-0.2084, -2.8268, -1.1953)
H (-1.6007, -0.3536, 1.2826)
H (-2.4983, -0.3889, 0.2613)
O (-2.5653, -0.4759, 1.2278)
H (-0.5738, 1.9470, -1.4762)
H (-0.0046, 2.3709, -2.7925)
O (-0.7575, 2.5717, -2.1888)
H (-1.0381, 2.9392, 0.5075)
H (0.4829, 2.7974, 0.9664)
O (-0.2602, 2.3618, 0.5402)

The structure (SMILES) is N/C=C/N.O.O.O. As for the multiplicity: 1. As for the HOMO energy: -0.26646 Ha.

Atom charges from the Löwdin analysis, given in e for atoms 1 to 8: number 1, C, carries -0.25; number 2, C, carries -0.23; number 3, N, carries 0.02; number 4, N, carries 0.00; number 5, H, carries 0.09; number 6, H, carries 0.12; number 7, H, carries 0.07; number 8, H, carries 0.07

two) A 4-piece molecular cluster, C2H12N2O3 overall. Source: the OMol25 dataset; level of theory: ωB97M-V/def2-TZVPD.

Cartesian coordinates (Å):
C (-1.1930, -3.6617, -1.1333)
N (-0.1630, -3.7172, -0.1648)
C (-0.0479, -2.5596, 0.6645)
N (1.0449, -2.2084, 1.3641)
H (-2.1990, -3.8786, -0.8013)
H (-1.1630, -4.4274, -1.8461)
H (-1.1501, -2.6426, -1.5990)
H (0.2892, -4.5538, 0.3366)
H (-0.9613, -1.8460, 0.5479)
H (0.8725, -2.0111, 2.3419)
H (-1.1827, 3.5832, 0.7988)
H (-0.3629, 2.3323, 0.4518)
O (-1.0297, 2.9709, 0.0891)
H (-0.6853, 5.8523, -1.7658)
H (0.4741, 5.0838, -1.3668)
O (0.1607, 6.0696, -1.3878)
H (1.3940, 0.0747, 0.9583)
H (2.1829, 0.9538, 0.2815)
O (1.3394, 0.9954, 0.8087)

The structure (SMILES) is [H]/N=C/NC.O.O.O. As for the multiplicity: 1. As for the HOMO energy: -0.32859 Ha.

Atom charges from the Löwdin analysis, given in e for atoms 1 to 8: number 1, C, carries -0.15; number 2, N, carries -0.08; number 3, C, carries -0.27; number 4, N, carries 0.00; number 5, H, carries 0.08; number 6, H, carries 0.06; number 7, H, carries 0.11; number 8, H, carries 0.17

Computed energies relative to the best structure, in eV: one) 0.000; two) 1.040